(1)
{
  "formula": "C5H8N3O",
  "method": "ωB97M-V/def2-TZVPD",
  "homo_lumo_gap_ev": 10.319,
  "energy_ha": -434.40299,
  "homo_energy_ev": -14.953,
  "charge": 1,
  "lumo_energy_ev": -4.6,
  "smiles": "CN(C#N)[N+]1(C=O)CC1",
  "relative_energy_ev": 5.254,
  "elements": ["C", "C", "C", "C", "C", "N", "N", "N", "O", "H", "H", "H", "H", "H", "H", "H", "H"],
  "positions_angstrom": [[-0.918, -1.423, 1.134], [-0.977, 0.890, -0.837], [1.247, 1.265, 0.048], [0.370, 1.454, 1.203], [0.194, -1.771, -0.788], [-1.654, -1.994, 1.785], [-0.026, 0.482, 0.125], [0.046, -0.867, 0.370], [-1.087, 0.422, -1.889], [-1.544, 1.775, -0.531], [1.199, 1.774, -0.902], [2.074, 0.510, 0.106], [0.692, 0.900, 2.088], [-0.222, 2.352, 1.355], [0.989, -1.260, -1.491], [0.334, -2.745, -0.386], [-0.717, -1.765, -1.391]]
}

(2)
{
  "formula": "C5H8N3O2",
  "method": "ωB97M-V/def2-TZVPD",
  "homo_lumo_gap_ev": 9.945,
  "energy_ha": -509.81125,
  "homo_energy_ev": -13.747,
  "charge": 1,
  "lumo_energy_ev": -3.8,
  "smiles": "CC(=O)OCc1n[nH]c[nH+]1",
  "relative_energy_ev": 0.552,
  "elements": ["C", "C", "O", "O", "C", "C", "N", "N", "C", "N", "H", "H", "H", "H", "H", "H", "H", "H"],
  "positions_angstrom": [[2.882, -0.558, 0.270], [1.894, 0.510, 0.631], [1.627, 0.788, 1.770], [1.268, 1.224, -0.400], [0.321, 0.498, -1.133], [-0.860, 0.077, -0.308], [-0.909, -0.599, 0.777], [-2.219, -0.650, 1.090], [-2.965, -0.035, 0.221], [-2.134, 0.440, -0.691], [3.521, -0.666, 1.128], [3.494, -0.291, -0.581], [2.382, -1.507, 0.133], [-0.054, 1.182, -1.881], [0.748, -0.337, -1.677], [-2.577, -1.104, 1.918], [-4.029, 0.064, 0.246], [-2.391, 0.964, -1.512]]
}

(3)
{
  "formula": "C5H8N3O3P",
  "method": "ωB97M-V/def2-TZVPD",
  "homo_lumo_gap_ev": 7.147,
  "energy_ha": -926.76067,
  "homo_energy_ev": -0.825,
  "charge": -2,
  "lumo_energy_ev": 6.3,
  "relative_energy_ev": 0.977,
  "elements": ["C", "C", "C", "C", "C", "N", "N", "N", "O", "O", "O", "P", "H", "H", "H", "H", "H", "H", "H", "H"],
  "positions_angstrom": [[3.269, -0.706, -0.929], [1.214, -0.229, -0.956], [-0.809, 1.062, 1.165], [-0.975, 0.756, -0.285], [-0.305, -0.413, -0.845], [2.064, -1.087, -0.368], [3.116, 0.395, -1.646], [1.848, 0.675, -1.726], [-2.105, 0.269, -2.944], [-0.082, -1.225, -3.550], [-1.975, -2.182, -2.230], [-1.287, -0.881, -2.421], [4.275, -1.033, -0.627], [-1.048, 2.120, 1.348], [-1.464, 0.512, 1.836], [0.286, 1.035, 1.486], [-0.635, 1.507, -1.041], [-2.062, 0.689, -0.402], [-0.654, -1.210, -0.255], [0.292, -0.389, -3.868]]
}

(4)
{
  "formula": "C5H8N3OS",
  "method": "ωB97M-V/def2-TZVPD",
  "homo_lumo_gap_ev": 8.148,
  "energy_ha": -832.68596,
  "homo_energy_ev": -12.508,
  "charge": 1,
  "lumo_energy_ev": -4.4,
  "relative_energy_ev": 2.203,
  "elements": ["C", "C", "C", "C", "C", "N", "N", "N", "O", "S", "H", "H", "H", "H", "H", "H", "H", "H"],
  "positions_angstrom": [[2.168, -1.282, -1.365], [0.849, -1.735, -1.507], [2.372, -0.208, -0.548], [-1.569, 0.838, 1.036], [0.124, -0.095, 0.052], [1.359, 0.369, 0.128], [-1.487, 2.147, 0.727], [-0.133, -1.102, -0.794], [-2.604, 0.156, 0.633], [-0.982, 0.500, 2.701], [3.031, -1.606, -1.836], [0.562, -2.551, -2.054], [3.226, 0.348, -0.419], [-0.715, 2.590, 0.338], [-2.328, 2.411, 0.175], [-2.863, -0.671, 0.980], [-1.127, -1.401, -0.924], [0.117, 1.291, 2.678]]
}

(5)
{
  "formula": "C5H8N4",
  "method": "ωB97M-V/def2-TZVPD",
  "homo_lumo_gap_ev": 8.880,
  "energy_ha": -414.17652,
  "homo_energy_ev": -8.171,
  "charge": 0,
  "lumo_energy_ev": 0.7,
  "smiles": "c1nn[nH]c1N1CCC1",
  "relative_energy_ev": 4.235,
  "elements": ["C", "C", "C", "C", "C", "H", "H", "H", "H", "H", "H", "H", "H", "N", "N", "N", "N"],
  "positions_angstrom": [[1.827, 0.700, -2.104], [0.318, 1.081, -1.853], [1.526, -0.698, -1.364], [-0.391, -0.214, 0.293], [-0.187, -1.142, 1.346], [2.674, 1.253, -1.473], [2.265, 0.819, -3.354], [0.314, 2.019, -1.162], [-0.512, 1.286, -2.669], [2.271, -0.920, -0.488], [1.233, -1.725, -2.004], [0.629, -1.838, 1.424], [-2.010, 1.119, 0.453], [0.117, -0.147, -1.001], [-0.840, -0.664, 2.542], [-1.559, 0.224, 2.111], [-1.350, 0.534, 0.829]]
}

(6)
{
  "formula": "C5H8N4O",
  "method": "ωB97M-V/def2-TZVPD",
  "homo_lumo_gap_ev": 8.337,
  "energy_ha": -489.53989,
  "homo_energy_ev": -7.784,
  "charge": 0,
  "lumo_energy_ev": 0.6,
  "smiles": "Cn1cnc(N)c1C(N)=O",
  "relative_energy_ev": 2.424,
  "elements": ["C", "N", "C", "N", "C", "N", "C", "C", "N", "H", "H", "H", "H", "H", "H", "O", "H", "H"],
  "positions_angstrom": [[-0.623, -2.177, 0.074], [-0.846, -0.762, 0.283], [-2.052, -0.182, 0.317], [-1.992, 1.140, 0.286], [-0.667, 1.438, 0.207], [-0.242, 2.694, -0.118], [0.096, 0.274, 0.363], [1.541, 0.152, 0.372], [2.254, -0.392, -0.632], [0.053, -2.580, 0.839], [-1.584, -2.693, 0.161], [-0.218, -2.368, -0.929], [-2.965, -0.767, 0.224], [-0.935, 3.321, -0.501], [0.698, 2.763, -0.485], [2.248, 1.130, 0.802], [2.064, -1.370, -0.807], [3.170, 0.379, -0.457]]
}

Look up the charge of the fourth one.
+1